C49H47N2O4P2SSiTi | ωB97M-V/def2-TZVPD

Values from the calculation:
Charge: +1

```
107
Properties=species:S:1:pos:R:3:forces:R:3
Ti -0.119361 0.152590 0.173007 -0.250 -0.986 -0.798
N -2.461006 0.071909 0.142916 0.051 0.127 0.366
C -3.030341 1.088552 1.070441 0.200 -0.179 -0.171
C -1.963398 1.847585 1.834562 0.691 -0.280 -0.160
O -2.259690 2.750281 2.592379 -0.028 0.097 0.127
N -0.699910 1.390735 1.577469 -0.166 0.939 0.873
C 0.401495 1.937833 2.371371 -0.596 -0.237 -0.076
C 1.605854 1.035032 2.179492 -0.261 -0.003 -0.219
O 2.637488 1.161246 2.770390 0.210 -0.188 0.067
O 1.390914 0.090609 1.232616 0.939 0.796 0.988
H -2.721022 0.272044 -0.812729 0.000 0.098 -0.175
H -2.852656 -0.837186 0.353837 -0.068 -0.102 -0.030
H -3.650981 0.607716 1.816393 -0.146 -0.088 0.097
H -3.651145 1.804290 0.547275 -0.095 0.093 -0.118
H 0.155211 1.992364 3.430929 -0.058 0.010 0.125
H 0.671282 2.953348 2.073872 0.082 0.108 -0.037
C 0.918778 -3.476400 -1.460574 0.124 -0.212 0.247
Si -0.216445 -1.982617 -1.323432 -0.223 -0.306 -0.369
C -1.779618 -2.888949 -0.757610 -0.227 0.019 0.085
C -2.641295 -3.683803 -1.523674 0.078 0.083 0.028
C -3.541942 -4.546424 -0.917510 -0.009 -0.032 0.028
C -3.560119 -4.680328 0.468511 0.005 0.014 -0.007
C -2.711341 -3.911519 1.249029 0.060 0.047 -0.063
C -1.853678 -2.983507 0.645993 -0.084 -0.124 -0.057
P -0.729601 -1.883120 1.588480 -0.217 -0.465 0.072
C 0.619253 -2.980353 2.168550 0.101 0.054 0.067
C 0.580421 -4.351577 1.911760 -0.003 -0.016 0.080
C 1.605821 -5.182886 2.345332 -0.047 -0.008 -0.039
C 2.683649 -4.659336 3.042188 0.039 -0.014 0.019
C 2.742412 -3.295124 3.291259 -0.043 0.014 -0.020
C 1.726194 -2.460014 2.850094 -0.015 -0.075 -0.085
C -1.657096 -1.397948 3.094926 0.073 0.140 0.049
C -0.942923 -0.782330 4.128126 0.002 -0.063 0.020
C -1.592497 -0.279340 5.244147 0.023 0.001 -0.045
C -2.974553 -0.373293 5.346314 -0.020 -0.007 0.010
C -3.697236 -0.964830 4.323122 0.016 -0.008 -0.058
C -3.045029 -1.466369 3.200157 0.014 0.016 0.070
C -0.127383 -1.197143 -3.049604 -0.026 0.191 -0.119
C -0.902961 -1.477580 -4.176789 0.092 0.027 0.119
C -0.666114 -0.836404 -5.388011 -0.013 -0.015 0.011
C 0.361086 0.089631 -5.495439 0.004 0.019 0.018
C 1.156424 0.380227 -4.392059 -0.018 -0.071 0.144
C 0.919313 -0.250873 -3.172212 -0.134 -0.090 -0.062
P 1.804485 0.054884 -1.589310 0.355 -0.123 -0.559
C 3.142089 -1.193742 -1.518507 -0.016 0.031 0.200
C 3.774108 -1.418341 -0.293632 -0.050 -0.073 -0.066
C 4.856432 -2.285407 -0.220302 -0.032 0.021 -0.023
C 5.318461 -2.922607 -1.363825 0.010 -0.006 -0.015
C 4.696110 -2.694610 -2.584260 -0.041 0.005 -0.021
C 3.609673 -1.833193 -2.663058 0.060 -0.005 -0.007
C 2.896335 1.524846 -1.774095 -0.142 0.106 -0.005
C 3.848543 1.577283 -2.795309 0.059 -0.013 -0.026
C 4.716148 2.653730 -2.897777 0.001 -0.006 -0.015
C 4.670830 3.679913 -1.960559 -0.021 0.012 0.009
C 3.768611 3.613064 -0.908937 0.028 -0.016 -0.047
C 2.887192 2.542911 -0.822599 0.128 -0.060 -0.061
H 0.296905 -4.316953 -1.791205 0.090 0.064 0.039
H 1.383194 -3.748822 -0.508466 -0.026 0.000 -0.124
H 1.707386 -3.324714 -2.188101 0.045 -0.028 -0.056
H -2.595015 -3.649253 -2.609274 -0.011 0.007 0.134
H -4.213090 -5.143113 -1.525729 0.048 0.035 0.046
H -4.232957 -5.388217 0.938750 0.046 0.043 -0.033
H -2.707390 -4.039917 2.325434 -0.034 0.039 -0.026
H -0.246388 -4.784764 1.365044 0.010 0.013 0.004
H 1.558678 -6.244289 2.129419 -0.008 0.071 0.029
H 3.478138 -5.311147 3.387945 -0.051 0.046 -0.040
H 3.586721 -2.870515 3.822178 -0.055 -0.020 -0.028
H 1.829436 -1.400751 3.023729 -0.007 0.020 0.013
H 0.135571 -0.694898 4.069803 -0.034 -0.012 0.012
H -1.018859 0.195348 6.031578 -0.023 -0.045 -0.042
H -3.485062 0.015785 6.218999 0.031 -0.008 -0.053
H -4.776695 -1.035195 4.390116 0.053 -0.008 -0.008
H -3.638041 -1.909890 2.411616 -0.011 -0.026 -0.014
H -1.707215 -2.204483 -4.114543 0.058 0.073 -0.013
H -1.282563 -1.061846 -6.250728 0.027 0.010 0.047
H 0.545502 0.590404 -6.438783 -0.001 -0.030 0.044
H 1.947602 1.111544 -4.489654 0.043 0.020 0.006
H 3.420400 -0.921763 0.600984 0.007 0.014 -0.007
H 5.341983 -2.458853 0.732891 -0.038 0.014 -0.040
H 6.166770 -3.594594 -1.306710 -0.053 0.029 0.000
H 5.051963 -3.194504 -3.477393 -0.016 0.032 0.036
H 3.118067 -1.673498 -3.616995 0.008 -0.011 0.022
H 3.946751 0.751250 -3.490726 -0.035 0.069 0.001
H 5.445647 2.681027 -3.699525 -0.058 -0.001 0.058
H 5.353102 4.518559 -2.039915 -0.030 -0.071 0.018
H 3.757598 4.384575 -0.147693 -0.004 -0.045 -0.044
H 2.206403 2.498241 0.012279 -0.083 -0.026 0.109
C -4.239098 6.474651 1.437256 0.052 -0.103 -0.042
C -3.247784 5.594027 0.722091 -0.092 0.040 0.018
C -1.886416 5.691942 0.976827 0.055 0.025 0.041
C -0.977876 4.866613 0.327516 0.021 0.038 0.093
C -1.444721 3.939437 -0.587927 0.011 0.014 -0.047
C -2.804288 3.819385 -0.866135 -0.021 0.066 0.003
C -3.692773 4.645703 -0.208957 -0.037 0.023 0.024
S -0.247437 2.915382 -1.377350 -0.390 -0.177 0.272
C -0.539454 3.346883 -3.072351 0.032 -0.036 -0.159
O -0.791975 1.464074 -1.270052 0.099 0.719 -0.494
H -3.738867 7.225774 2.046521 0.000 -0.030 -0.026
H -4.875942 5.876112 2.092934 0.045 0.007 -0.031
H -4.889420 6.985129 0.724977 0.021 -0.015 0.011
H -1.528539 6.408340 1.707910 -0.024 -0.039 -0.066
H 0.084739 4.942341 0.540932 -0.098 -0.011 -0.024
H -3.161086 3.079161 -1.576298 0.026 0.064 0.036
H -4.755712 4.558376 -0.411855 0.072 0.016 0.016
H -1.608640 3.312290 -3.270169 0.026 -0.008 -0.081
H -0.000680 2.628425 -3.689431 -0.011 0.045 0.005
H -0.143806 4.355751 -3.214931 -0.076 -0.101 -0.003
```
Forces are in eV/Å.



C4H15N4O5Tl | ωB97M-V/def2-TZVPD

Values from the calculation:
Charge: +2

```
29
Properties=species:S:1:pos:R:3:forces:R:3
Tl 0.055316 2.712023 1.663179 0.239 -1.052 -0.016
O 0.431286 0.592663 -0.188171 -0.979 0.294 -0.385
H -0.184574 -0.053327 0.209239 -0.004 0.122 0.316
C 0.390916 0.457853 -3.597221 1.198 0.495 -0.225
C -0.457654 -0.839577 -3.382031 -2.998 -1.635 1.283
O -1.375534 -0.843337 -2.217671 2.128 0.780 -2.111
O 1.516306 0.572353 -2.774691 -1.454 -0.666 -1.008
H -0.309824 1.266593 -3.389851 -0.207 0.266 -0.027
H 0.737136 0.436223 -4.630541 -0.120 -0.123 -0.026
H 0.226886 -1.685607 -3.320971 0.437 0.036 0.228
H -1.176394 -1.040117 -4.176571 0.500 0.453 -0.440
H -0.849914 -0.407127 -1.543111 0.148 -0.108 0.930
H 1.092946 0.612743 -1.914031 0.317 0.695 1.800
C 2.964916 0.256443 2.114129 3.508 -1.346 -2.367
O 2.138376 0.837013 2.702989 -5.101 3.583 4.121
N 4.179126 0.034493 2.518199 2.494 -0.071 2.598
N 2.794836 -0.111117 0.887519 -1.398 -1.692 -4.122
H 4.329076 0.262293 3.490679 0.748 -0.256 -0.102
H 4.876056 -0.372007 1.910619 0.027 0.036 0.550
H 1.824866 -0.017617 0.621949 0.270 -0.213 -0.676
H 3.356696 -0.840817 0.472849 -0.139 0.169 0.009
C -2.829924 -0.026037 1.786279 -2.844 0.361 0.987
O -1.779764 0.550013 1.825529 5.004 1.842 -0.870
N -3.440664 -0.380947 2.910039 -0.204 -0.976 0.981
N -3.614494 -0.100007 0.730869 -1.089 -0.777 -1.633
H -4.170544 -1.071067 2.804589 0.067 0.057 0.850
H -2.893424 -0.295987 3.754679 -0.372 -0.316 0.051
H -4.522724 -0.477287 0.960809 -0.078 0.026 -0.959
H -3.309294 -0.028737 -0.229271 -0.098 0.019 0.263
```
Forces are in eV/Å.



For reference, ΔE to the lowest compared entry with this formula, charge and spin by record: 0.0 0.0 kcal/mol.
For reference, highest occupied orbital energy by record: -10.08 -16.37 eV.
For reference, largest force on an atom by record: 0.0307 0.1453 Eh/bohr.